Entry from OMol25: 14 unconnected molecules or ions with the total composition C66H144BF28N8O6P3S2 at a distorted geometry (wB97M-V/def2-TZVPD).

Atoms and positions in Å:
1 C 7.026 -9.708 24.035
2 C 7.332 -9.276 25.450
3 C 6.833 -10.275 26.444
4 N 7.514 -10.164 27.787
5 C 7.100 -8.863 28.418
6 C 7.003 -11.299 28.746
7 C 8.178 -11.586 29.671
8 C 9.446 -10.913 29.088
9 C 9.030 -10.380 27.730
10 H 7.732 -9.212 23.368
11 H 6.016 -9.417 23.745
12 H 7.102 -10.786 23.895
13 H 7.051 -8.245 25.661
14 H 8.416 -9.252 25.569
15 H 7.110 -11.219 25.974
16 H 5.782 -10.269 26.731
17 H 6.013 -8.787 28.442
18 H 7.497 -8.024 27.846
19 H 7.500 -8.903 29.431
20 H 6.082 -10.877 29.148
21 H 6.784 -12.202 28.177
22 H 7.983 -11.161 30.656
23 H 8.279 -12.655 29.860
24 H 9.688 -10.114 29.789
25 H 10.298 -11.590 29.022
26 H 9.479 -9.426 27.452
27 H 9.153 -11.044 26.875
28 C 11.120 -13.672 32.628
29 C 9.941 -14.668 32.232
30 C 8.818 -14.752 33.234
31 N 7.632 -15.655 32.712
32 C 8.116 -17.141 32.637
33 C 7.040 -15.090 31.411
34 C 6.379 -13.768 31.851
35 C 5.823 -14.183 33.190
36 C 6.461 -15.492 33.687
37 H 11.658 -14.018 33.510
38 H 10.799 -12.641 32.778
39 H 11.964 -13.677 31.938
40 H 10.517 -15.580 32.074
41 H 9.646 -14.410 31.215
42 H 8.398 -13.762 33.411
43 H 9.170 -15.194 34.167
44 H 8.984 -17.243 31.984
45 H 7.275 -17.755 32.315
46 H 8.471 -17.290 33.656
47 H 6.382 -15.901 31.096
48 H 7.835 -14.967 30.676
49 H 5.547 -13.368 31.272
50 H 7.076 -12.935 31.946
51 H 4.748 -14.226 33.014
52 H 5.856 -13.410 33.958
53 H 5.674 -16.242 33.606
54 H 6.797 -15.560 34.721
55 C 8.176 -22.093 17.948
56 C 8.266 -21.152 19.222
57 C 9.687 -20.414 19.321
58 N 9.934 -19.521 20.588
59 C 8.687 -18.661 20.910
60 C 11.199 -18.520 20.428
61 C 12.011 -18.674 21.626
62 C 11.876 -20.168 22.007
63 C 10.347 -20.460 21.790
64 H 8.998 -22.810 17.949
65 H 8.309 -21.495 17.047
66 H 7.293 -22.729 17.891
67 H 8.122 -21.765 20.113
68 H 7.529 -20.370 19.039
69 H 9.702 -19.699 18.499
70 H 10.561 -21.028 19.106
71 H 9.034 -17.914 21.625
72 H 7.791 -19.179 21.252
73 H 8.438 -18.189 19.959
74 H 10.925 -17.468 20.346
75 H 11.800 -18.816 19.568
76 H 11.436 -18.166 22.401
77 H 13.066 -18.403 21.593
78 H 12.198 -20.312 23.039
79 H 12.615 -20.724 21.431
80 H 9.635 -20.095 22.530
81 H 10.153 -21.513 21.582
82 C 2.361 -14.375 22.561
83 C 1.306 -13.467 23.144
84 C 0.051 -13.198 22.198
85 N -0.945 -12.175 22.879
86 C -1.400 -12.544 24.324
87 C -0.466 -10.707 22.757
88 C -0.736 -10.233 21.363
89 C -1.824 -11.145 20.855
90 C -2.191 -12.150 21.958
91 H 3.355 -14.135 22.938
92 H 2.274 -14.369 21.474
93 H 2.154 -15.389 22.903
94 H 1.820 -12.507 23.198
95 H 1.090 -13.609 24.203
96 H -0.432 -14.165 22.057
97 H 0.254 -12.879 21.175
98 H -0.624 -12.555 25.089
99 H -2.014 -13.443 24.258
100 H -2.078 -11.737 24.602
101 H -1.067 -10.173 23.494
102 H 0.563 -10.583 23.092
103 H -0.882 -9.155 21.283
104 H 0.249 -10.409 20.932
105 H -2.638 -10.458 20.625
106 H -1.644 -11.590 19.876
107 H -3.056 -11.757 22.493
108 H -2.451 -13.164 21.656
109 C 4.385 -15.415 18.731
110 C 3.265 -14.969 17.718
111 C 2.511 -13.806 18.366
112 N 1.425 -13.262 17.382
113 C 0.341 -14.308 17.153
114 C 2.008 -12.663 16.116
115 C 2.653 -11.324 16.528
116 C 1.658 -10.807 17.527
117 C 0.915 -12.016 18.144
118 H 4.028 -15.772 19.697
119 H 5.032 -14.550 18.873
120 H 4.872 -16.286 18.293
121 H 2.598 -15.777 17.416
122 H 3.780 -14.523 16.868
123 H 3.127 -12.918 18.502
124 H 2.057 -14.088 19.316
125 H 0.318 -14.992 18.001
126 H 0.547 -14.899 16.261
127 H -0.550 -13.727 16.916
128 H 1.136 -12.509 15.480
129 H 2.682 -13.313 15.557
130 H 2.732 -10.591 15.725
131 H 3.591 -11.420 17.077
132 H 0.915 -10.093 17.172
133 H 2.025 -10.252 18.391
134 H -0.173 -12.038 18.082
135 H 1.016 -12.135 19.223
136 C 5.707 -20.193 29.605
137 C 4.797 -21.420 29.237
138 C 4.652 -21.536 27.669
139 N 3.552 -22.525 27.305
140 C 3.585 -23.764 28.217
141 C 2.117 -21.959 27.334
142 C 1.294 -22.670 26.279
143 C 2.248 -23.336 25.363
144 C 3.618 -22.969 25.842
145 H 6.777 -20.260 29.406
146 H 5.728 -20.161 30.695
147 H 5.258 -19.279 29.216
148 H 3.851 -21.247 29.750
149 H 5.247 -22.332 29.629
150 H 5.504 -21.954 27.134
151 H 4.372 -20.575 27.238
152 H 3.088 -23.428 29.127
153 H 4.594 -24.141 28.386
154 H 3.036 -24.618 27.818
155 H 1.743 -22.029 28.356
156 H 2.397 -20.926 27.128
157 H 0.482 -23.295 26.651
158 H 0.696 -21.971 25.694
159 H 2.248 -24.424 25.428
160 H 2.114 -23.072 24.314
161 H 4.364 -23.715 25.568
162 H 3.936 -22.080 25.297
163 C 5.572 -16.595 28.187
164 C 6.341 -16.466 26.821
165 C 5.853 -15.289 25.993
166 N 6.656 -15.126 24.632
167 C 8.223 -15.328 24.888
168 C 6.250 -13.773 23.962
169 C 6.505 -13.909 22.478
170 C 6.641 -15.412 22.267
171 C 6.232 -16.112 23.475
172 H 5.513 -15.629 28.688
173 H 6.178 -17.238 28.825
174 H 4.592 -17.069 28.129
175 H 6.378 -17.424 26.303
176 H 7.372 -16.267 27.113
177 H 6.094 -14.416 26.598
178 H 4.781 -15.367 25.813
179 H 8.362 -14.714 25.777
180 H 8.827 -14.870 24.105
181 H 8.604 -16.347 24.956
182 H 6.803 -13.021 24.526
183 H 5.199 -13.606 24.197
184 H 7.470 -13.427 22.326
185 H 5.767 -13.493 21.793
186 H 7.649 -15.547 21.874
187 H 6.054 -15.758 21.416
188 H 6.767 -17.052 23.606
189 H 5.158 -16.288 23.517
190 C 2.627 -17.585 25.244
191 C 1.191 -17.134 24.944
192 C 0.234 -17.938 25.832
193 N -1.189 -17.405 25.856
194 C -1.873 -17.301 24.461
195 C -1.147 -15.927 26.463
196 C -2.507 -15.701 27.002
197 C -3.006 -17.057 27.509
198 C -2.000 -18.136 26.958
199 H 2.927 -18.465 24.675
200 H 2.895 -17.715 26.293
201 H 3.342 -16.928 24.749
202 H 0.947 -17.429 23.923
203 H 1.189 -16.044 24.944
204 H 0.574 -17.964 26.868
205 H 0.114 -18.967 25.493
206 H -1.271 -16.740 23.746
207 H -2.776 -16.748 24.719
208 H -2.064 -18.313 24.104
209 H -0.880 -15.189 25.705
210 H -0.466 -15.844 27.310
211 H -3.204 -15.311 26.261
212 H -2.628 -14.990 27.820
213 H -4.032 -17.317 27.247
214 H -3.018 -17.221 28.587
215 H -2.430 -18.978 26.415
216 H -1.273 -18.394 27.728
217 P 2.924 -12.971 26.896
218 F 2.498 -14.236 25.941
219 F 4.408 -12.790 26.295
220 F 2.209 -11.975 25.777
221 F 3.152 -11.633 27.823
222 F 1.516 -13.047 27.603
223 F 3.539 -14.011 27.981
224 P 3.634 -10.324 21.025
225 F 4.780 -11.488 21.336
226 F 3.103 -10.168 22.547
227 F 4.786 -9.169 21.317
228 F 2.553 -9.197 20.537
229 F 4.037 -10.511 19.451
230 F 2.561 -11.514 20.752
231 P 6.249 -20.705 23.733
232 F 7.304 -21.506 22.808
233 F 7.429 -19.564 23.941
234 F 5.901 -19.703 22.477
235 F 5.098 -19.849 24.513
236 F 5.126 -21.789 23.334
237 F 6.780 -21.495 25.077
238 B 9.513 -16.962 28.951
239 F 10.561 -16.825 29.802
240 F 9.964 -17.378 27.738
241 F 8.603 -17.774 29.539
242 F 8.957 -15.704 28.795
243 C 2.573 -17.379 30.926
244 F 1.855 -17.201 32.020
245 F 2.682 -16.225 30.254
246 F 3.758 -17.742 31.376
247 S 1.802 -18.781 29.862
248 O 2.786 -19.106 28.865
249 O 1.631 -19.972 30.716
250 O 0.530 -18.254 29.322
251 C 11.618 -10.913 24.384
252 F 10.908 -9.855 24.738
253 F 12.504 -10.665 23.439
254 F 12.194 -11.496 25.446
255 S 10.359 -12.235 23.606
256 O 9.845 -11.704 22.319
257 O 11.096 -13.533 23.500
258 O 9.357 -12.397 24.643

Cartesian forces, eV/Å:
-0.41 0.46 -0.44
0.66 0.60 0.28
0.14 -0.45 0.46
-0.43 -0.90 0.60
0.66 -0.38 0.06
0.59 0.62 -1.12
-0.20 0.10 0.89
-0.59 -0.17 0.21
-0.72 0.69 -0.53
-0.15 -0.19 -0.18
-0.02 0.01 -0.09
0.29 0.05 0.03
-0.47 0.01 -0.15
0.19 -0.17 -0.15
-0.12 -0.42 0.63
-0.20 0.05 -0.63
0.09 -0.19 -0.03
0.13 -0.16 0.16
-0.07 0.43 -0.02
0.12 -0.45 0.34
-0.15 0.35 -0.40
0.01 0.09 0.06
0.10 -0.02 -0.39
0.35 0.14 -0.33
-0.11 0.07 -0.08
0.10 -0.09 0.16
0.33 -0.38 0.21
-0.53 -0.55 0.38
2.51 0.77 -0.57
-0.51 -0.62 -0.88
0.48 -0.24 0.38
-0.02 1.83 0.34
0.86 0.07 0.05
0.36 -0.52 0.19
-1.29 1.06 1.66
-0.28 0.41 -0.80
-0.51 0.04 0.52
-0.06 -0.01 0.05
-0.56 -0.05 -0.72
-0.61 -0.49 0.21
-0.39 0.13 0.14
-0.06 -0.16 0.19
-0.24 0.02 0.04
-0.36 0.21 -0.35
0.19 0.03 0.18
-0.36 -0.60 -0.01
-0.34 0.41 -0.27
-0.13 -0.34 -0.03
0.25 -0.51 -0.57
0.35 -0.29 -0.14
-0.08 -0.90 0.38
0.47 0.18 -0.04
0.63 -0.63 -0.56
0.27 0.47 -0.16
1.25 0.50 0.80
1.52 -0.34 -0.82
-1.06 1.07 -0.62
0.37 -0.78 -0.28
1.12 -0.17 -0.81
-0.55 -0.51 -1.66
-0.58 -1.60 2.49
-0.51 0.76 0.34
0.71 1.03 -0.69
0.20 0.02 0.10
-0.31 -0.07 -0.09
-0.27 0.56 0.20
-0.45 0.37 0.11
-0.20 -0.15 0.74
-0.06 0.20 -0.08
-0.07 -0.30 0.74
-0.26 -0.09 0.05
0.50 -0.53 0.28
0.06 0.26 0.09
-0.76 -0.31 -0.48
-0.58 -0.20 -0.39
0.72 0.54 0.45
-0.35 0.47 -0.24
-0.38 -0.06 0.10
-0.64 -0.54 -0.44
0.67 -0.40 0.75
-0.26 0.27 -0.30
-0.83 -1.17 0.36
-0.11 2.75 -1.07
0.62 -0.61 2.46
-0.36 -0.64 -0.81
-0.20 0.89 -1.22
-0.27 0.01 2.16
2.20 -0.85 0.06
-1.17 0.50 -1.09
0.36 0.63 0.17
-0.07 0.25 -0.36
0.55 0.09 -0.02
0.12 -0.34 -0.24
-0.11 0.39 -0.01
-0.44 -0.65 -0.27
-0.77 0.10 0.32
0.41 0.64 0.37
0.35 -0.26 -0.52
0.42 -0.19 0.03
-0.01 0.01 -0.06
-0.18 -0.07 0.06
0.08 -0.40 -0.15
-0.38 -0.21 0.20
-0.17 0.06 -0.97
-0.59 -0.47 0.25
0.44 -0.29 0.19
0.28 -0.02 0.44
0.29 0.09 -0.14
-0.91 -0.24 -1.01
0.82 0.89 1.56
-0.03 -0.17 -1.88
0.40 -0.23 1.90
0.78 0.89 -0.74
0.24 0.37 -0.32
-0.68 -0.16 0.48
-1.88 0.68 2.14
-0.92 -0.42 -0.44
-0.37 0.29 0.04
0.32 -0.35 0.08
0.51 0.32 -0.01
0.12 -0.02 0.01
-0.01 -0.54 -0.25
0.33 -0.33 0.43
-0.33 0.19 -0.23
-0.43 0.40 0.05
0.36 0.07 0.06
-0.26 -0.43 0.47
0.00 0.24 -0.06
-0.13 -0.34 0.46
0.30 -0.47 -0.19
0.27 -0.24 -0.54
-0.06 -0.29 -0.77
0.84 -0.10 -0.28
-0.10 0.41 -0.83
0.92 -0.14 -0.17
-0.45 -0.83 0.52
1.36 0.85 -1.14
-0.70 -0.57 1.31
-1.20 -2.83 -0.58
-0.17 0.59 -0.11
1.35 0.73 0.78
-1.61 0.87 0.10
0.87 -1.85 -0.34
1.29 1.83 -0.81
-0.14 -0.19 -0.84
-0.42 0.30 0.17
0.23 -0.07 0.07
-0.20 -0.06 -0.37
0.00 0.02 0.01
0.36 0.36 0.41
0.05 -0.07 -0.06
0.43 -0.38 0.15
0.04 0.50 0.00
-0.30 0.42 -0.44
-0.01 0.18 -0.12
-1.05 0.24 -0.11
0.50 -0.42 0.49
0.23 0.58 0.13
-0.76 -0.12 -0.12
0.13 -0.01 0.10
0.16 -0.06 0.84
0.14 0.18 0.19
0.72 -0.24 -0.70
0.14 -0.13 1.02
1.30 -0.80 -0.51
-0.49 -1.37 -0.69
-1.15 1.72 -0.21
-0.10 -0.37 1.48
0.80 0.24 0.33
0.53 0.68 -2.78
0.77 -0.46 2.50
-0.25 0.09 -0.12
0.11 -0.02 -0.02
-0.15 0.29 -0.21
-0.36 -0.03 -0.21
0.06 -0.04 -0.05
-0.26 0.28 -0.46
0.14 0.34 -0.48
0.50 -0.44 0.03
-0.49 0.37 -0.21
-0.99 -0.18 0.48
0.22 0.14 -0.51
-0.02 -0.33 0.16
-0.08 0.10 -0.57
-0.03 0.37 0.60
0.32 -0.65 0.72
-0.40 0.03 0.01
-0.29 -0.10 0.28
0.01 0.17 0.23
0.71 -0.20 -1.16
0.39 -1.12 -0.28
-0.49 0.70 -0.15
0.84 2.49 0.77
0.27 -0.30 2.13
0.22 -0.37 -0.25
-2.16 -0.08 0.57
0.18 -2.00 -0.07
-0.29 1.29 -1.36
-0.53 -0.73 0.42
-0.20 0.17 0.00
-0.08 0.73 0.49
0.18 0.12 -0.32
-0.60 -0.01 0.74
-0.07 0.08 0.11
0.38 -0.08 -0.16
0.19 -0.09 0.38
-0.20 -0.30 -0.60
-0.12 0.15 0.02
0.27 -0.38 -0.10
0.57 -0.65 -0.37
-0.01 -0.13 -0.30
0.79 0.16 -0.04
0.03 0.29 -0.47
0.33 0.61 0.10
-0.14 -0.20 0.60
-0.03 -0.29 -0.14
-0.79 1.49 0.95
0.80 0.07 -0.25
-0.61 0.01 -0.71
0.95 -0.46 -0.30
1.04 -0.51 -0.12
-1.57 -0.93 0.53
-0.02 0.48 -0.21
2.37 1.11 -0.37
-1.19 0.76 0.67
0.28 -0.67 -0.45
-1.41 -1.20 -0.66
0.12 -0.43 0.36
0.42 0.52 -0.08
-1.01 -0.52 0.51
1.19 1.59 -0.67
0.03 -0.36 -0.04
0.04 -0.29 1.50
-0.93 -0.83 -1.30
0.73 -0.58 1.01
0.20 0.08 0.35
-1.19 0.63 -1.11
0.78 0.59 -0.42
1.91 0.17 1.71
0.05 -0.87 -1.43
-1.84 -1.58 0.63
-1.25 1.99 -0.21
-0.90 -0.87 -0.46
-0.97 0.49 0.22
-0.05 -0.37 0.12
1.30 -0.26 -0.39
-1.73 -2.24 0.58
1.05 1.07 -1.32
-0.04 1.92 0.09
1.19 0.31 0.49
-1.95 -3.51 -1.59
0.51 0.71 0.31
0.42 0.83 0.48
0.01 0.89 -0.21
0.91 -2.15 -1.57
1.01 -0.23 2.07
-0.39 2.39 -0.26
-1.10 1.05 1.00

Summary:
HOMO level in eV: -10.89
Electronic energy in eV: -221293.2928
Molar mass in g/mol: 1845.740
Largest force on an atom in eV/A: 4.32
2S+1: 1
Total charge: +2

These are the Mulliken partial charges, in e, on atoms 1 to 99: number 1, C, carries -1.221; number 2, C, carries -0.030; number 3, C, carries -0.211; number 4, N, carries 0.377; number 5, C, carries -1.012; number 6, C, carries -0.087; number 7, C, carries 1.135; number 8, C, carries -1.013; number 9, C, carries -0.219; number 10, H, carries 0.441; number 11, H, carries 0.387; number 12, H, carries -0.035; number 13, H, carries 0.366; number 14, H, carries 0.117; number 15, H, carries -0.255; number 16, H, carries 0.532; number 17, H, carries 0.345; number 18, H, carries 0.305; number 19, H, carries 0.445; number 20, H, carries 0.525; number 21, H, carries -0.536; number 22, H, carries 0.203; number 23, H, carries -0.922; number 24, H, carries 0.385; number 25, H, carries 0.504; number 26, H, carries 0.435; number 27, H, carries 0.056; number 28, C, carries -1.701; number 29, C, carries 0.316; number 30, C, carries -0.590; number 31, N, carries 0.077; number 32, C, carries -0.799; number 33, C, carries 0.914; number 34, C, carries -0.310; number 35, C, carries -0.772; number 36, C, carries -0.642; number 37, H, carries 0.432; number 38, H, carries 0.375; number 39, H, carries 0.416; number 40, H, carries 0.266; number 41, H, carries -0.054; number 42, H, carries 0.331; number 43, H, carries 0.444; number 44, H, carries 0.286; number 45, H, carries 0.302; number 46, H, carries 0.378; number 47, H, carries -0.004; number 48, H, carries -0.763; number 49, H, carries 0.333; number 50, H, carries 0.128; number 51, H, carries 0.438; number 52, H, carries 0.327; number 53, H, carries 0.295; number 54, H, carries 0.419; number 55, C, carries -1.471; number 56, C, carries 0.125; number 57, C, carries -1.233; number 58, N, carries 0.619; number 59, C, carries -1.568; number 60, C, carries -0.670; number 61, C, carries -0.441; number 62, C, carries -0.816; number 63, C, carries -0.271; number 64, H, carries 0.358; number 65, H, carries 0.358; number 66, H, carries 0.379; number 67, H, carries 0.232; number 68, H, carries 0.287; number 69, H, carries 0.531; number 70, H, carries 0.492; number 71, H, carries 0.636; number 72, H, carries 0.249; number 73, H, carries 0.556; number 74, H, carries 0.312; number 75, H, carries 0.409; number 76, H, carries 0.205; number 77, H, carries 0.413; number 78, H, carries 0.420; number 79, H, carries 0.337; number 80, H, carries 0.152; number 81, H, carries 0.352; number 82, C, carries 0.007; number 83, C, carries 1.293; number 84, C, carries -0.566; number 85, N, carries 0.286; number 86, C, carries -1.131; number 87, C, carries -0.894; number 88, C, carries 0.330; number 89, C, carries -0.512; number 90, C, carries -0.622; number 91, H, carries -0.227; number 92, H, carries -0.469; number 93, H, carries 0.191; number 94, H, carries -0.226; number 95, H, carries -0.220; number 96, H, carries 0.534; number 97, H, carries -0.379; number 98, H, carries 0.191; number 99, H, carries 0.486